C36H28BaCl5N9O2S5 | ωB97M-V/def2-TZVPD

The largest force on an atom is 3.0 eV/Å. The energy comes out at -6349.4533 Eh. Its total charge is -2. As for the LUMO energy: 3.6 eV. The value obtained for the energy above the lowest of the compared OMol25 structures with the same formula, charge and spin is 219.9 kJ/mol.

CARTESIAN COORDINATES (ANGSTROEM)
1 Ba -0.70005 -0.43201 0.07000
2 O -3.15604 1.55427 2.80704
3 C -3.93614 2.48470 2.24108
4 C -4.62736 3.37709 3.06515
5 C -5.44736 4.34020 2.51585
6 C -5.60201 4.42514 1.14019
7 C -4.91625 3.55694 0.31505
8 C -4.07653 2.58329 0.84458
9 C -3.31462 1.67829 -0.05602
10 O -2.38077 0.93751 0.41266
11 N -3.65288 1.78830 -1.30856
12 N -3.09923 0.96407 -2.21462
13 C -2.69864 1.38317 -3.32356
14 S -2.13810 0.24548 -4.54208
15 C -1.76497 1.48017 -5.84365
16 C -1.40399 2.77657 -5.15505
17 S -2.64698 3.11802 -3.86977
18 H -2.69172 1.08724 2.05976
19 H -4.49206 3.30280 4.13448
20 H -5.96326 5.03564 3.16364
21 H -6.24305 5.17916 0.70902
22 H -5.00926 3.61100 -0.75920
23 H -2.64782 1.58168 -6.47999
24 H -0.93091 1.09016 -6.42889
25 H -1.39384 3.61493 -5.85020
26 H -0.43192 2.68278 -4.67127
27 Cl -2.33078 -3.62251 -1.70136
28 C -0.64326 -3.51557 -2.03099
29 C 0.06214 -2.48508 -1.42606
30 C 1.40443 -2.41864 -1.78166
31 Cl 2.36855 -1.17957 -1.10223
32 C 2.00870 -3.30297 -2.66845
33 Cl 3.67484 -3.13823 -3.10132
34 C 1.26563 -4.34418 -3.21026
35 Cl 1.99803 -5.48325 -4.27704
36 C -0.07811 -4.45864 -2.88198
37 Cl -1.00415 -5.77376 -3.51774
38 N 3.17180 2.90963 -5.53077
39 C 2.73943 2.52573 -4.28562
40 N 3.24422 3.16602 -3.22671
41 N 1.80493 1.62626 -4.24707
42 C 1.14556 1.29790 -3.18245
43 N 0.43153 0.98232 -2.33554
44 H 4.08193 3.33298 -5.59715
45 H 2.92125 2.28958 -6.28300
46 H 3.98046 3.84136 -3.34872
47 H 3.13666 2.78488 -2.27584
48 S 4.90006 7.81706 0.16126
49 C 4.81414 6.17023 0.26024
50 S 3.90860 5.19452 -0.86572
51 C 4.35851 3.70009 0.11713
52 N 5.07677 4.03798 1.12950
53 N 5.35523 5.36287 1.20427
54 C 6.16364 5.78639 2.26499
55 C 7.05198 6.84369 2.09259
56 C 7.80660 7.28602 3.16130
57 C 7.70972 6.66375 4.39599
58 C 6.87522 5.56518 4.54659
59 C 6.10299 5.11944 3.48833
60 S 3.88817 2.18790 -0.35257
61 H 7.14384 7.31922 1.13000
62 H 8.47778 8.12249 3.02155
63 H 8.29352 7.02728 5.23325
64 H 6.82218 5.05703 5.50186
65 H 5.45035 4.26397 3.58486
66 N 2.43052 -1.67571 2.10129
67 H 2.81256 -0.76650 1.87595
68 H 3.11593 -2.37362 1.84349
69 H 2.28159 -1.72575 3.10079
70 C -0.05248 1.74656 5.88218
71 C 0.28555 2.03172 4.55047
72 C -0.00354 1.13883 3.55595
73 C -0.65577 -0.08610 3.81046
74 C -0.96853 -0.99850 2.76081
75 C -1.60631 -2.15767 3.15185
76 C -1.95209 -2.44983 4.48317
77 C -1.66180 -1.56270 5.47945
78 C -0.99786 -0.36111 5.16772
79 C -0.67918 0.56991 6.17792
80 H 0.18256 2.45605 6.66797
81 H 0.77602 2.96962 4.32452
82 H 0.27213 1.37283 2.53262
83 H -1.87318 -2.89528 2.40446
84 H -2.46405 -3.38107 4.71128
85 H -1.93794 -1.75342 6.51083
86 H -0.95028 0.32667 7.20061

The Mulliken scheme yields these atomic charges, measured in e: atom 1 (Ba): 2.31, atom 2 (O): -0.44, atom 3 (C): 0.03, atom 4 (C): -0.63, atom 5 (C): -0.31, atom 6 (C): -0.75, atom 7 (C): -0.46, atom 8 (C): 0.42, atom 9 (C): 0.88, atom 10 (O): -0.82, atom 11 (N): -0.35, atom 12 (N): -0.60, atom 13 (C): 0.29, atom 14 (S): -0.12, atom 15 (C): -0.58, atom 16 (C): -0.24, atom 17 (S): -0.14, atom 18 (H): 0.16, atom 19 (H): 0.43, atom 20 (H): 0.36, atom 21 (H): 0.37, atom 22 (H): 0.44, atom 23 (H): 0.37, atom 24 (H): 0.34, atom 25 (H): 0.40, atom 26 (H): -0.21, atom 27 (Cl): -0.28, atom 28 (C): 0.95, atom 29 (C): -1.74, atom 30 (C): 0.77, atom 31 (Cl): -0.02, atom 32 (C): -0.33, atom 33 (Cl): -0.24, atom 34 (C): 0.57, atom 35 (Cl): -0.24, atom 36 (C): -0.33, atom 37 (Cl): -0.23, atom 38 (N): -0.48, atom 39 (C): 0.55, atom 40 (N): -0.05, atom 41 (N): -0.67, atom 42 (C): 0.15, atom 43 (N): -0.12, atom 44 (H): 0.23, atom 45 (H): 0.26, atom 46 (H): 0.20, atom 47 (H): -0.10, atom 48 (S): -0.44, atom 49 (C): 0.21, atom 50 (S): -0.15, atom 51 (C): 0.24, atom 52 (N): -0.93, atom 53 (N): 0.62, atom 54 (C): 0.42, atom 55 (C): -0.40, atom 56 (C): -0.64, atom 57 (C): -0.39, atom 58 (C): -0.53, atom 59 (C): -0.35, atom 60 (S): -0.38, atom 61 (H): 0.35, atom 62 (H): 0.34, atom 63 (H): 0.36, atom 64 (H): 0.34, atom 65 (H): 0.50, atom 66 (N): -0.51, atom 67 (H): 0.19, atom 68 (H): 0.19, atom 69 (H): 0.18, atom 70 (C): -0.48, atom 71 (C): -0.81, atom 72 (C): -0.43, atom 73 (C): 0.52, atom 74 (C): -0.71, atom 75 (C): -0.63, atom 76 (C): -0.66, atom 77 (C): -0.89, atom 78 (C): 0.99, atom 79 (C): -0.74, atom 80 (H): 0.36, atom 81 (H): 0.44, atom 82 (H): 0.49, atom 83 (H): 0.40, atom 84 (H): 0.32, atom 85 (H): 0.30, atom 86 (H): 0.31

C36H28BiF4N8O2P2 | ωB97M-V/def2-TZVPD

The largest force on an atom is 1.3 eV/Å. The energy comes out at -3273.5891 Eh. Its total charge is +1. As for the LUMO energy: -4.1 eV. The value obtained for the energy above the lowest of the compared OMol25 structures with the same formula, charge and spin is 280.1 kJ/mol.

CARTESIAN COORDINATES (ANGSTROEM)
1 Bi -0.11342 0.12108 -0.54563
2 O 3.45543 2.51784 -0.50960
3 C 2.64614 1.65672 -0.79955
4 N 1.89275 0.92504 0.09575
5 C 2.39217 0.61521 1.38436
6 C 3.68083 0.77640 1.78329
7 C 4.19302 0.26885 3.04004
8 C 3.43568 -0.43203 3.87628
9 C 1.99411 -0.65447 3.60229
10 C 1.48608 -0.06988 2.27796
11 N 0.26354 -0.28532 1.86110
12 C -0.58564 -1.13139 2.60997
13 O -0.54934 -1.02314 4.01787
14 C -1.90410 -1.50657 1.99499
15 C -2.73189 -2.38595 2.66941
16 C -3.90732 -2.78668 2.05386
17 C -4.21404 -2.29555 0.79599
18 C -3.33367 -1.41052 0.20063
19 N -2.19931 -1.00683 0.78843
20 C 2.46538 1.25141 -2.24936
21 C 3.37901 1.66919 -3.19710
22 C 3.23116 1.21525 -4.49959
23 C 2.18814 0.35468 -4.80365
24 C 1.30749 -0.01745 -3.79967
25 N 1.44441 0.43935 -2.54864
26 H 4.37094 1.27984 1.12115
27 H 5.24116 0.42781 3.26375
28 H 3.83115 -0.83416 4.80179
29 H 1.42071 -0.26856 4.44331
30 H -2.43682 -2.76552 3.63909
31 H -4.56461 -3.49810 2.54141
32 H -5.10227 -2.61758 0.26819
33 H -3.53100 -1.00761 -0.78828
34 H 4.18433 2.32677 -2.89563
35 H 3.92239 1.53330 -5.26992
36 H 2.05875 -0.03833 -5.80326
37 H 0.47014 -0.68510 -3.97563
38 C -2.64769 2.03088 1.77481
39 P -1.02779 2.30057 0.98436
40 C -0.00644 2.99059 2.32202
41 C -1.32012 3.78428 -0.05011
42 C -2.06607 3.42378 -1.34236
43 P -1.03931 2.30160 -2.37534
44 C -2.16059 1.93017 -3.76244
45 C 0.12463 3.49879 -3.11879
46 H -3.03915 2.98081 2.14247
47 H -2.53335 1.34251 2.61315
48 H -3.34853 1.59017 1.06709
49 H -0.42787 3.95261 2.61145
50 H 1.01922 3.13398 1.97718
51 H -0.00997 2.32576 3.18574
52 H -0.33926 4.21749 -0.27243
53 H -1.87460 4.51617 0.53884
54 H -2.30051 4.31987 -1.91918
55 H -3.01193 2.91801 -1.11796
56 H -2.59269 2.85699 -4.14059
57 H -2.95175 1.25431 -3.43512
58 H -1.60494 1.43475 -4.56020
59 H -0.43641 4.36061 -3.47977
60 H 0.63636 3.02883 -3.96066
61 H 0.87657 3.82836 -2.40010
62 F -1.85834 -4.99322 0.44401
63 C -0.78001 -4.23552 0.27896
64 C 0.16438 -4.23618 1.28825
65 F -0.05628 -4.99797 2.34869
66 C 1.29897 -3.43175 1.23913
67 C 1.46111 -2.72483 0.04905
68 C 0.49956 -2.68968 -0.93211
69 F 0.76256 -1.92815 -2.00785
70 C -0.72790 -3.35491 -0.81401
71 C -1.86659 -3.02430 -1.65371
72 C -1.97883 -1.68775 -2.08043
73 N -2.04420 -0.53954 -2.29237
74 C -3.00610 -3.86015 -1.81544
75 N -3.94674 -4.51548 -1.97236
76 F 2.49818 -1.89050 -0.09223
77 C 2.10075 -2.86190 2.36813
78 C 3.53348 -2.83638 2.20139
79 N 4.67557 -2.91192 2.07350
80 C 1.49164 -2.07413 3.28182
81 N 0.07950 -2.18563 3.36013

The Mulliken scheme yields these atomic charges, measured in e: atom 1 (Bi): 1.73, atom 2 (O): -0.68, atom 3 (C): -0.43, atom 4 (N): 1.16, atom 5 (C): -0.59, atom 6 (C): -0.23, atom 7 (C): -0.72, atom 8 (C): -1.39, atom 9 (C): 0.34, atom 10 (C): -0.19, atom 11 (N): 0.97, atom 12 (C): 0.19, atom 13 (O): -0.60, atom 14 (C): -0.15, atom 15 (C): -0.87, atom 16 (C): -1.01, atom 17 (C): -0.86, atom 18 (C): -1.06, atom 19 (N): 0.44, atom 20 (C): 0.12, atom 21 (C): -0.82, atom 22 (C): -0.60, atom 23 (C): -0.88, atom 24 (C): -0.52, atom 25 (N): 0.28, atom 26 (H): 0.62, atom 27 (H): 0.46, atom 28 (H): 0.45, atom 29 (H): 0.66, atom 30 (H): 0.59, atom 31 (H): 0.46, atom 32 (H): 0.54, atom 33 (H): 0.79, atom 34 (H): 0.59, atom 35 (H): 0.46, atom 36 (H): 0.48, atom 37 (H): 0.54, atom 38 (C): -1.47, atom 39 (P): 1.64, atom 40 (C): -1.55, atom 41 (C): -1.14, atom 42 (C): -1.25, atom 43 (P): 1.62, atom 44 (C): -1.51, atom 45 (C): -1.56, atom 46 (H): 0.57, atom 47 (H): 0.35, atom 48 (H): 0.31, atom 49 (H): 0.60, atom 50 (H): 0.31, atom 51 (H): 0.34, atom 52 (H): 0.40, atom 53 (H): 0.65, atom 54 (H): 0.65, atom 55 (H): 0.39, atom 56 (H): 0.47, atom 57 (H): 0.35, atom 58 (H): 0.39, atom 59 (H): 0.53, atom 60 (H): 0.36, atom 61 (H): 0.37, atom 62 (F): -0.41, atom 63 (C): 0.01, atom 64 (C): 0.31, atom 65 (F): -0.43, atom 66 (C): 0.69, atom 67 (C): 0.57, atom 68 (C): -0.81, atom 69 (F): -0.33, atom 70 (C): 0.95, atom 71 (C): -0.04, atom 72 (C): 0.25, atom 73 (N): -0.47, atom 74 (C): 0.10, atom 75 (N): -0.64, atom 76 (F): -0.48, atom 77 (C): 0.85, atom 78 (C): -0.03, atom 79 (N): -0.62, atom 80 (C): -0.47, atom 81 (N): -0.10

C36H28Br2F16O26 | ωB97M-V/def2-TZVPD

The largest force on an atom is 6.0 eV/Å. The energy comes out at -10090.5856 Eh. Its total charge is 0. As for the LUMO energy: -2.6 eV. The value obtained for the energy above the lowest of the compared OMol25 structures with the same formula, charge and spin is 662.6 kJ/mol.

CARTESIAN COORDINATES (ANGSTROEM)
1 O -2.95924 0.44391 3.19660
2 C -2.50622 -0.62523 2.68093
3 C -3.22714 -1.98148 3.18271
4 C -2.93845 -3.24551 2.57656
5 C -1.84164 -3.24816 1.42494
6 O -1.61092 -4.32670 0.80563
7 C -0.98723 -1.92636 1.06477
8 C 0.21257 -2.16777 0.00777
9 O 0.14446 -1.60446 -1.10925
10 C 1.38565 -3.16130 0.48546
11 F 1.24640 -4.41201 -0.22015
12 F 1.21081 -3.51075 1.87628
13 C 2.86569 -2.55488 0.36494
14 F 3.76757 -3.60419 0.77601
15 F 2.98879 -1.53055 1.33727
16 C 3.31649 -2.13681 -1.12186
17 F 2.60586 -2.79982 -2.16152
18 F 4.69134 -2.56860 -1.25766
19 C 3.37700 -0.52426 -1.35593
20 O 4.14597 0.21379 -0.68275
21 O 2.57398 0.08735 -2.38773
22 C -1.27029 -0.63762 1.63725
23 C -0.45143 0.67437 1.24157
24 C -0.05770 1.62410 2.48260
25 C 1.47622 2.11938 2.27702
26 F 2.38983 1.01227 2.47896
27 Br 1.75016 2.98729 0.48078
28 C 1.91300 3.25189 3.37839
29 F 1.10826 3.24617 4.54712
30 F 1.91594 4.53267 2.69800
31 Br 3.85308 2.91647 3.80247
32 H -4.00197 -1.98698 4.03529
33 H -3.40983 -4.23910 2.86991
34 H 1.83314 0.51520 -1.89452
35 H -1.09856 1.31363 0.52744
36 H 0.52054 0.39006 0.71045
37 H -0.69654 2.58239 2.41173
38 H -0.20208 1.13954 3.51204
39 O -6.92715 -0.87077 6.11032
40 C -6.51144 0.19880 5.76921
41 O -5.19405 0.54909 5.78996
42 C -5.10593 1.83286 5.18916
43 C -6.48613 2.37337 5.38253
44 F -6.83229 3.19861 4.36589
45 O -7.29685 1.21789 5.31921
46 H -4.83989 1.72195 4.13458
47 H -4.34695 2.44443 5.67964
48 H -6.64126 2.87986 6.33980
49 O 2.82896 9.34749 6.87096
50 C 3.00815 8.47667 6.06718
51 O 2.08956 8.09627 5.13514
52 C 2.72945 7.14127 4.29988
53 C 3.81619 6.62153 5.18444
54 F 4.90405 6.26720 4.46077
55 O 4.15161 7.74151 5.97810
56 H 3.11511 7.64078 3.40639
57 H 2.03445 6.36061 3.99201
58 H 3.51278 5.79119 5.82912
59 O 6.66362 -2.47819 -7.36310
60 C 5.68883 -2.68582 -6.70288
61 O 5.67319 -3.46666 -5.58427
62 C 4.37347 -3.34887 -5.02594
63 C 3.55267 -2.94042 -6.20608
64 F 2.52312 -2.14090 -5.82834
65 O 4.45320 -2.17706 -6.97910
66 H 4.38407 -2.59112 -4.23746
67 H 4.04374 -4.29655 -4.59699
68 H 3.17414 -3.77660 -6.80168
69 O -1.73519 -6.17538 3.09753
70 C -1.57159 -7.05512 2.29818
71 O -2.50352 -7.43796 1.38077
72 C -1.88069 -8.40506 0.54850
73 C -0.78626 -8.92411 1.42497
74 F 0.29023 -9.29417 0.69146
75 O -0.43458 -7.79885 2.20304
76 H -1.50238 -7.91743 -0.35449
77 H -2.58609 -9.18473 0.25673
78 H -1.08717 -9.74569 2.08173
79 O -3.19812 -0.12378 -6.19927
80 C -2.44971 -1.05491 -6.14594
81 O -1.55367 -1.26045 -5.13884
82 C -0.95930 -2.52823 -5.37604
83 C -1.16165 -2.70713 -6.84617
84 F -1.31858 -4.01698 -7.16048
85 O -2.38179 -2.03861 -7.08904
86 H -1.47654 -3.28814 -4.78292
87 H 0.09594 -2.52526 -5.09854
88 H -0.37283 -2.26953 -7.46506
89 O -5.86054 -7.97153 -7.96560
90 C -5.45118 -6.89845 -8.30144
91 O -4.13441 -6.54290 -8.28699
92 C -4.05548 -5.25417 -8.87831
93 C -5.43661 -4.72089 -8.67136
94 F -5.79272 -3.88904 -9.67878
95 O -6.24347 -5.87875 -8.73829
96 H -3.79648 -5.35547 -9.93620
97 H -3.29594 -4.64373 -8.38844
98 H -5.58711 -4.22279 -7.70898
99 O 3.70686 14.90926 3.27846
100 C 3.70100 13.77709 3.66561
101 O 3.25798 13.39107 4.89588
102 C 3.29202 11.97109 4.91267
103 C 4.30771 11.66232 3.86061
104 F 4.02315 10.49083 3.23793
105 O 4.14359 12.71491 2.93343
106 H 2.29964 11.58117 4.66851
107 H 3.58350 11.59682 5.89502
108 H 5.34011 11.64831 4.22217

Atomic partial charges in e from the Mulliken method, atoms 1 to 99: atom 1 (O): -0.53, atom 2 (C): 0.13, atom 3 (C): -0.44, atom 4 (C): -0.57, atom 5 (C): 0.31, atom 6 (O): -0.56, atom 7 (C): 0.23, atom 8 (C): -0.05, atom 9 (O): -0.46, atom 10 (C): 1.04, atom 11 (F): -0.30, atom 12 (F): -0.31, atom 13 (C): 0.10, atom 14 (F): -0.30, atom 15 (F): -0.19, atom 16 (C): 1.26, atom 17 (F): -0.20, atom 18 (F): -0.31, atom 19 (C): 0.17, atom 20 (O): -0.47, atom 21 (O): -0.44, atom 22 (C): 0.41, atom 23 (C): 0.52, atom 24 (C): -0.62, atom 25 (C): 0.15, atom 26 (F): -0.25, atom 27 (Br): -0.06, atom 28 (C): 0.60, atom 29 (F): -0.23, atom 30 (F): -0.22, atom 31 (Br): -0.07, atom 32 (H): 0.34, atom 33 (H): 0.38, atom 34 (H): 0.34, atom 35 (H): 0.36, atom 36 (H): -0.42, atom 37 (H): 0.32, atom 38 (H): 0.38, atom 39 (O): -0.52, atom 40 (C): 0.67, atom 41 (O): -0.29, atom 42 (C): -0.35, atom 43 (C): 0.33, atom 44 (F): -0.29, atom 45 (O): -0.30, atom 46 (H): 0.21, atom 47 (H): 0.27, atom 48 (H): 0.29, atom 49 (O): -0.54, atom 50 (C): 0.60, atom 51 (O): -0.33, atom 52 (C): -0.07, atom 53 (C): 0.35, atom 54 (F): -0.30, atom 55 (O): -0.31, atom 56 (H): 0.26, atom 57 (H): 0.02, atom 58 (H): 0.34, atom 59 (O): -0.50, atom 60 (C): 0.56, atom 61 (O): -0.34, atom 62 (C): -0.09, atom 63 (C): 0.32, atom 64 (F): -0.29, atom 65 (O): -0.31, atom 66 (H): -0.02, atom 67 (H): 0.32, atom 68 (H): 0.29, atom 69 (O): -0.53, atom 70 (C): 0.70, atom 71 (O): -0.30, atom 72 (C): -0.40, atom 73 (C): 0.28, atom 74 (F): -0.29, atom 75 (O): -0.28, atom 76 (H): 0.27, atom 77 (H): 0.27, atom 78 (H): 0.29, atom 79 (O): -0.52, atom 80 (C): 0.53, atom 81 (O): -0.23, atom 82 (C): -0.20, atom 83 (C): 0.44, atom 84 (F): -0.29, atom 85 (O): -0.30, atom 86 (H): 0.25, atom 87 (H): 0.01, atom 88 (H): 0.31, atom 89 (O): -0.51, atom 90 (C): 0.64, atom 91 (O): -0.31, atom 92 (C): 0.01, atom 93 (C): 0.35, atom 94 (F): -0.28, atom 95 (O): -0.31, atom 96 (H): 0.27, atom 97 (H): -0.15, atom 98 (H): 0.29, atom 99 (O): -0.51